[1]
C4H7N3 | ωB97M-V/def2-TZVPD

Relative energy (zero: lowest compared OMol25 entry of this formula, charge and spin): 252.2 kJ/mol
Maximum force: 0.5 eV Å⁻¹
Total energy: -8729.066 eV
Lowest unoccupied orbital energy: 0.95 eV
HOMO: -8.368 eV
Total charge: 0
Frontier orbital gap: 9.3 eV

Each line ends with the Löwdin charge.
Cartesian coordinates (Å):
C  0.148  -1.539  1.512  -0.09
C  0.893  -0.851  0.380  -0.22
C  -0.914  -0.072  -1.125  -0.07
C  -1.159  1.215  -1.588  -0.15
N  -0.318  2.082  -0.955  -0.01
N  0.479  1.478  -0.110  0.08
N  0.103  0.216  -0.241  -0.22
H  0.748  -2.364  1.914  0.07
H  -0.083  -0.838  2.321  0.07
H  -0.790  -1.943  1.123  0.07
H  1.872  -0.466  0.687  0.12
H  1.030  -1.542  -0.450  0.11
H  -1.797  1.543  -2.397  0.08
H  -0.213  3.081  -1.072  0.15

[2]
C3H7FN2O | ωB97M-V/def2-TZVPD

Relative energy (zero: lowest compared OMol25 entry of this formula, charge and spin): 778.2 kJ/mol
Maximum force: 7.3 eV Å⁻¹
Total energy: -10961.101 eV
Lowest unoccupied orbital energy: -0.17 eV
HOMO: -9.099 eV
Total charge: 0
Frontier orbital gap: 8.9 eV

Each line ends with the Löwdin charge.
Cartesian coordinates (Å):
C  0.069  0.019  0.135  -0.31
C  0.413  1.304  1.020  -0.24
C  -1.046  -0.761  0.359  -0.32
H  -0.649  -1.499  -1.093  0.17
H  1.513  -1.630  -2.186  0.24
H  0.374  1.104  2.262  0.17
H  -0.423  2.060  0.907  0.12
H  1.312  1.748  -0.460  0.19
H  -0.658  -1.823  0.487  0.15
H  -1.808  -0.952  -0.582  0.18
N  0.399  -0.850  -1.877  -0.09
N  0.589  0.154  -1.009  -0.14
O  1.745  1.719  0.632  -0.17
F  -1.829  -0.592  1.404  0.04

[3]
C4H7FN3 | ωB97M-V/def2-TZVPD

Relative energy (zero: lowest compared OMol25 entry of this formula, charge and spin): 21.7 kJ/mol
Maximum force: 1.4 eV Å⁻¹
Total energy: -11441.917 eV
Lowest unoccupied orbital energy: -5.74 eV
HOMO: -15.086 eV
Total charge: +1
Frontier orbital gap: 9.3 eV

Each line ends with the Löwdin charge.
Cartesian coordinates (Å):
N  0.163  -1.241  1.701  0.15
C  0.054  -0.704  0.426  -0.51
F  0.555  -1.543  -0.613  0.02
C  -1.380  -0.352  0.063  0.06
N  -1.565  0.317  -0.996  0.17
C  -0.575  0.890  -1.667  -0.05
N  0.501  1.247  -1.018  0.13
C  0.811  0.639  0.260  -0.03
H  -0.358  -2.099  1.830  0.12
H  1.110  -1.359  2.037  0.12
H  -2.205  -0.600  0.715  0.15
H  -0.736  1.155  -2.703  0.17
H  1.165  1.911  -1.405  0.18
H  0.577  1.312  1.093  0.16
H  1.885  0.427  0.278  0.16

[4]
CH3N3S | ωB97M-V/def2-TZVPD

Relative energy (zero: lowest compared OMol25 entry of this formula, charge and spin): 62.7 kJ/mol
Maximum force: 1.3 eV Å⁻¹
Total energy: -16388.630 eV
Lowest unoccupied orbital energy (alpha / beta): 0.25 / 0.25 eV
HOMO (alpha / beta): -8.032 / -8.032 eV
Total charge: 0
Frontier orbital gap (alpha / beta): 8.3 / 8.3 eV

Each line ends with the Löwdin charge.
Cartesian coordinates (Å):
N  1.445  -0.887  0.023  -0.09
N  2.339  -0.222  -0.644  -0.64
S  3.319  0.753  0.096  0.50
H  1.289  -0.752  1.024  0.08
H  0.773  -1.409  -0.519  0.09
C  -1.636  1.493  -0.253  -0.06
N  -0.978  0.770  0.329  0.06
H  -2.254  2.149  -0.807  0.05

[5]
C42H42O2P2Pt | ωB97M-V/def2-TZVPD

Maximum force: 2.8 eV Å⁻¹
2S+1: 3
Total energy: -70149.322 eV
Lowest unoccupied orbital energy (alpha / beta): 0.15 / -2.51 eV
HOMO (alpha / beta): -5.447 / -8.145 eV
Total charge: 0
Frontier orbital gap (alpha / beta): 5.6 / 5.6 eV
Expectation value of S²: 2.01

Each line ends with the Löwdin spin population.
Cartesian coordinates (Å):
Pt  0.413  0.164  0.939  0.22
C  -1.795  1.070  -3.296  0.03
C  -1.800  -0.270  -3.233  0.01
C  -1.209  -1.168  -4.276  0.01
C  0.144  -0.717  -4.857  0.00
C  1.061  -0.044  -3.868  0.02
C  1.016  1.234  -3.483  0.01
C  0.222  2.275  -4.211  0.00
C  -1.265  1.909  -4.415  0.00
C  1.599  0.918  2.494  0.18
H  -2.273  1.662  -2.519  0.00
H  -2.448  -0.800  -2.523  0.00
H  -1.929  -1.299  -5.100  0.00
H  -1.075  -2.159  -3.825  0.00
H  0.656  -1.640  -5.174  0.00
H  -0.032  -0.106  -5.755  0.00
H  1.874  -0.704  -3.558  0.01
H  1.705  1.639  -2.738  0.00
H  0.664  2.506  -5.198  0.00
H  0.279  3.199  -3.614  0.00
H  -1.822  2.861  -4.417  0.00
H  -1.417  1.449  -5.403  0.00
H  0.982  1.644  3.046  0.01
H  2.558  1.354  2.191  0.01
H  1.772  0.040  3.134  0.00
P  -1.103  -0.883  -0.348  0.35
P  2.234  -0.004  -0.309  0.15
C  0.169  -1.641  -1.407  0.31
C  1.507  -1.336  -1.304  0.34
C  -2.178  -2.253  0.147  0.02
C  -2.357  -3.385  -0.670  0.01
C  -3.223  -4.405  -0.270  0.00
C  -3.860  -4.344  0.976  0.02
C  -3.666  -3.231  1.801  0.00
C  -2.901  -2.159  1.351  0.02
C  -2.330  0.534  -0.385  0.09
C  -1.899  1.858  -0.155  0.02
C  -2.745  2.943  -0.393  0.00
C  -4.074  2.725  -0.775  0.00
C  -4.558  1.412  -0.862  0.00
C  -3.707  0.326  -0.635  0.01
C  3.656  -0.886  0.430  0.01
C  3.395  -2.053  1.173  0.00
C  4.437  -2.936  1.465  0.00
C  5.750  -2.617  1.106  0.00
C  6.026  -1.378  0.515  0.01
C  4.989  -0.496  0.201  0.00
C  2.836  1.716  -0.663  0.04
C  2.316  2.812  0.060  0.01
C  2.748  4.117  -0.177  0.00
C  3.627  4.376  -1.230  0.00
C  4.141  3.307  -1.976  0.00
C  3.817  1.985  -1.643  0.01
H  -0.121  -2.467  -2.065  0.02
H  2.261  -1.955  -1.804  0.01
H  -1.836  -3.447  -1.625  0.00
H  -3.408  -5.247  -0.940  0.00
H  -4.522  -5.149  1.297  0.00
H  -4.130  -3.177  2.785  0.00
H  -2.850  -1.225  1.914  0.00
H  -0.876  2.034  0.215  0.01
H  -2.354  3.952  -0.255  0.00
H  -4.736  3.577  -0.942  0.00
H  -5.614  1.237  -1.082  0.00
H  -4.121  -0.684  -0.652  0.00
H  2.376  -2.265  1.503  0.00
H  4.212  -3.875  1.967  0.00
H  6.554  -3.327  1.302  0.00
H  7.057  -1.103  0.290  0.00
H  5.208  0.485  -0.224  0.00
H  1.584  2.637  0.851  0.00
H  2.386  4.926  0.459  0.00
H  3.901  5.408  -1.466  0.00
H  4.810  3.511  -2.816  0.00
H  4.304  1.161  -2.170  0.00
O  -0.128  -1.820  3.070  0.01
C  -0.768  -0.783  3.307  0.00
O  -1.053  0.172  2.427  0.02
C  -1.303  -0.492  4.678  0.00
C  -1.922  0.733  4.982  0.00
C  -2.286  1.022  6.304  0.00
C  -2.040  0.093  7.329  0.00
C  -1.426  -1.136  7.020  0.00
C  -1.061  -1.421  5.701  0.00
H  -2.111  1.440  4.172  0.00
H  -2.769  1.977  6.525  0.00
H  -2.329  0.323  8.356  0.00
H  -1.232  -1.878  7.798  0.00
H  -0.584  -2.361  5.428  0.00

[6]
C17H27F6N3O2 | ωB97M-V/def2-TZVPD

Relative energy (zero: lowest compared OMol25 entry of this formula, charge and spin): 8.3 kJ/mol
Maximum force: 0.8 eV Å⁻¹
Total energy: -42938.932 eV
Lowest unoccupied orbital energy: 0.58 eV
HOMO: -8.916 eV
Total charge: 0
Frontier orbital gap: 9.5 eV

Each line ends with the Löwdin charge.
Cartesian coordinates (Å):
O  -1.144  -2.470  -0.120  0.11
C  -0.223  -1.702  -0.242  -0.44
N  -0.392  -0.341  -0.237  0.17
C  -1.642  0.307  0.038  -0.28
N  -1.502  1.687  -0.323  0.04
C  -1.232  1.971  -1.732  -0.18
C  -0.123  3.017  -1.857  -0.16
C  1.291  2.444  -1.742  -0.19
N  1.575  1.715  -0.505  -0.19
C  1.424  2.492  0.726  -0.15
C  2.545  3.518  0.923  -0.18
O  3.813  2.895  0.916  -0.12
C  4.024  2.184  -0.283  -0.19
C  2.921  1.141  -0.512  -0.16
C  -2.853  -0.374  -0.707  -0.56
F  -3.504  -1.296  -0.018  0.17
F  -3.765  0.584  -0.989  0.13
F  -2.492  -0.885  -1.884  0.17
C  -1.946  0.287  1.564  -0.56
F  -1.941  -0.919  2.111  0.19
F  -1.021  1.006  2.218  0.15
F  -3.129  0.856  1.835  0.16
C  1.226  -2.124  -0.376  -0.24
C  1.809  -2.215  1.041  -0.15
C  3.258  -2.692  0.994  -0.20
C  3.348  -4.048  0.302  -0.21
C  2.772  -3.963  -1.108  -0.20
C  1.325  -3.483  -1.069  -0.15
H  0.397  0.325  -0.326  0.11
H  -2.259  2.257  0.034  0.14
H  -0.918  1.052  -2.228  0.12
H  -2.136  2.334  -2.231  0.12
H  -0.286  3.797  -1.114  0.11
H  -0.195  3.479  -2.843  0.11
H  1.995  3.273  -1.905  0.11
H  1.436  1.726  -2.557  0.13
H  0.451  2.976  0.734  0.11
H  1.455  1.782  1.557  0.13
H  2.451  3.998  1.897  0.13
H  2.504  4.291  0.140  0.12
H  4.992  1.691  -0.178  0.13
H  4.076  2.883  -1.131  0.12
H  3.094  0.627  -1.460  0.12
H  2.967  0.416  0.305  0.11
H  1.776  -1.374  -0.951  0.13
H  1.211  -2.923  1.618  0.13
H  1.743  -1.243  1.536  0.11
H  3.652  -2.763  2.010  0.11
H  3.866  -1.965  0.449  0.11
H  2.786  -4.785  0.878  0.12
H  4.389  -4.375  0.260  0.11
H  2.820  -4.941  -1.589  0.11
H  3.370  -3.268  -1.703  0.11
H  0.924  -3.406  -2.081  0.12
H  0.707  -4.197  -0.523  0.12

[7]
C4H5BrNO2 | ωB97M-V/def2-TZVPD

Relative energy (zero: lowest compared OMol25 entry of this formula, charge and spin): 224.8 kJ/mol
Maximum force: 7.2 eV Å⁻¹
Total energy: -79856.110 eV
Lowest unoccupied orbital energy: 3.74 eV
HOMO: -4.528 eV
Total charge: -1
Frontier orbital gap: 8.3 eV

Each line ends with the Löwdin charge.
Cartesian coordinates (Å):
C  1.348  0.169  1.477  -0.05
C  1.687  0.772  0.318  -0.05
C  -2.157  -0.986  0.926  -0.74
C  0.446  0.049  -1.970  -0.20
N  1.509  0.058  -1.383  -0.02
O  -1.042  -1.089  0.589  0.03
O  -3.071  -1.172  1.671  0.03
Br  -3.107  0.482  -0.925  -0.15
H  1.261  0.722  2.377  0.03
H  1.292  -0.912  1.529  0.05
H  1.784  1.802  0.127  0.03
H  0.641  -0.034  -3.116  0.08
H  -0.591  0.138  -1.621  -0.04

[8]
C5H13NO | ωB97M-V/def2-TZVPD

Relative energy (zero: lowest compared OMol25 entry of this formula, charge and spin): 127.2 kJ/mol
Maximum force: 1.5 eV Å⁻¹
Total energy: -8932.693 eV
Lowest unoccupied orbital energy: 0.91 eV
HOMO: -8.517 eV
Total charge: 0
Frontier orbital gap: 9.4 eV

Each line ends with the Löwdin charge.
Cartesian coordinates (Å):
C  -2.134  -1.034  -0.652  -0.11
C  -2.191  0.039  0.459  -0.26
C  -1.391  1.279  0.080  -0.23
C  0.056  0.987  -0.321  -0.14
C  1.039  1.130  0.555  -0.23
N  2.416  0.776  0.395  0.02
H  -2.502  -1.965  -0.226  0.07
H  -2.601  -0.735  -1.586  0.07
H  -1.075  -1.194  -0.872  0.05
H  -1.786  -0.377  1.385  0.10
H  -3.239  0.262  0.672  0.10
H  -1.297  2.027  0.869  0.10
H  -1.811  1.739  -0.821  0.11
H  0.273  0.835  -1.373  0.11
H  0.881  1.567  1.541  0.11
H  2.549  0.121  -0.357  0.05
H  2.949  1.637  0.316  0.08
O  1.856  -2.291  -0.418  -0.07
H  1.788  -1.915  0.465  0.02
H  1.682  -3.227  -0.251  0.04

[9]
C4H9O | ωB97M-V/def2-TZVPD

Relative energy (zero: lowest compared OMol25 entry of this formula, charge and spin): 0.0 kJ/mol
Maximum force: 1.5 eV Å⁻¹
2S+1: 2
Total energy: -6336.164 eV
Lowest unoccupied orbital energy (alpha / beta): 7.40 / 7.36 eV
HOMO (alpha / beta): 4.488 / 0.623 eV
Total charge: -2
Frontier orbital gap (alpha / beta): 2.9 / 6.7 eV
Expectation value of S²: 0.75

Each line ends with the Löwdin spin population.
Cartesian coordinates (Å):
C  -1.486  -0.044  0.616  0.00
O  -1.887  -1.042  -0.207  0.01
C  0.032  0.140  0.787  0.02
C  0.694  0.398  -0.588  0.03
C  2.239  0.357  -0.598  0.53
H  -1.996  -0.089  1.614  0.00
H  -1.853  0.997  0.317  0.00
H  0.266  1.014  1.417  0.01
H  0.502  -0.693  1.323  0.01
H  0.170  -0.206  -1.331  0.01
H  0.337  1.379  -0.934  0.01
H  2.711  1.297  -0.321  0.14
H  2.622  -0.459  0.023  0.10
H  2.558  0.046  -1.605  0.13

[10]
C5H10N | ωB97M-V/def2-TZVPD

Relative energy (zero: lowest compared OMol25 entry of this formula, charge and spin): 244.4 kJ/mol
Maximum force: 6.0 eV Å⁻¹
Total energy: -6827.669 eV
Lowest unoccupied orbital energy: -5.07 eV
HOMO: -15.811 eV
Total charge: +1
Frontier orbital gap: 10.7 eV

Each line ends with the Löwdin charge.
Cartesian coordinates (Å):
C  -1.634  1.714  0.573  0.25
N  -1.109  0.567  0.626  -0.03
C  -1.229  -0.707  0.292  -0.04
C  0.111  -0.264  0.853  -0.12
C  1.307  -0.057  0.036  -0.21
C  1.267  -0.703  -1.308  -0.08
H  -1.094  2.607  0.929  0.15
H  -2.568  1.749  0.151  0.10
H  -1.129  -1.056  -0.666  0.10
H  -1.777  -1.441  0.940  0.18
H  0.257  -0.390  1.961  0.18
H  1.707  1.008  -0.065  0.16
H  2.095  -0.495  0.595  0.11
H  0.831  -1.654  -1.220  0.07
H  2.238  -0.780  -1.616  0.06
H  0.727  -0.097  -2.081  0.11

[11]
C4H9NO3 | ωB97M-V/def2-TZVPD

Relative energy (zero: lowest compared OMol25 entry of this formula, charge and spin): 151.5 kJ/mol
Maximum force: 1.5 eV Å⁻¹
Total energy: -11925.971 eV
Lowest unoccupied orbital energy: 0.45 eV
HOMO: -10.122 eV
Total charge: 0
Frontier orbital gap: 10.6 eV

Each line ends with the Löwdin charge.
Cartesian coordinates (Å):
C  2.629  0.845  -0.112  0.07
C  1.763  0.085  -0.793  -0.09
C  0.701  0.702  -1.598  -0.58
O  0.369  1.871  -1.617  0.08
O  0.080  -0.227  -2.342  0.09
H  2.582  1.930  -0.141  0.08
H  3.408  0.389  0.491  0.07
H  1.803  -0.997  -0.761  0.11
H  -0.589  0.281  -2.844  0.14
N  -0.725  -1.405  1.444  0.03
C  -1.582  -0.453  0.791  -0.38
O  -2.607  -0.127  1.691  -0.07
H  -0.349  -0.944  2.270  0.07
H  -1.340  -2.125  1.823  0.07
H  -2.013  -0.878  -0.120  0.11
H  -1.027  0.453  0.539  0.11
H  -3.104  0.601  1.279  0.09

[12]
C16H31F4NO6Si2 | ωB97M-V/def2-TZVPD

Maximum force: 7.8 eV Å⁻¹
Total energy: -57494.144 eV
Lowest unoccupied orbital energy: 0.32 eV
HOMO: -9.912 eV
Total charge: 0
Frontier orbital gap: 10.2 eV

Each line ends with the Löwdin charge.
Cartesian coordinates (Å):
C  3.246  -3.452  0.482  -0.14
C  2.671  -3.150  -0.997  -0.27
C  2.064  -1.631  -1.157  -0.24
C  3.144  -0.595  -0.492  -0.23
Si  2.986  1.196  -1.244  0.45
C  2.737  2.495  0.134  -0.24
C  3.123  1.963  1.633  -0.21
C  4.688  1.660  1.834  -0.17
F  5.310  2.678  2.668  -0.12
N  4.630  1.524  -1.969  0.05
C  4.699  0.783  -3.059  -0.26
O  4.597  0.275  -4.211  0.08
O  1.722  1.094  -2.424  -0.32
Si  1.046  2.621  -2.881  0.72
C  -0.415  3.147  -1.701  -0.27
O  -1.202  1.981  -1.347  -0.24
C  -0.944  1.525  0.008  -0.21
C  -2.250  0.627  0.426  -0.20
C  -1.948  -0.963  0.164  -0.13
C  2.315  4.035  -3.186  -0.40
F  2.591  4.852  -2.015  0.00
F  1.673  4.957  -4.121  -0.02
F  3.525  3.621  -3.859  0.01
H  4.288  -2.946  0.580  0.08
H  3.359  -4.607  0.559  0.08
H  2.504  -3.053  1.265  0.08
H  1.828  -3.854  -1.334  0.10
H  3.526  -3.213  -1.771  0.11
H  1.922  -1.477  -2.283  0.10
H  1.074  -1.592  -0.557  0.09
H  4.218  -1.005  -0.656  0.09
H  2.948  -0.621  0.637  0.07
H  3.497  3.354  -0.078  0.10
H  1.671  2.919  0.226  0.06
H  2.425  1.089  1.916  0.10
H  2.877  2.861  2.334  0.13
H  4.756  0.673  2.447  0.13
H  5.283  1.488  0.870  0.11
H  0.383  2.393  -4.188  0.03
H  -0.070  3.792  -0.817  0.09
H  -1.102  3.826  -2.347  0.11
H  -0.059  0.765  0.014  0.11
H  -0.790  2.386  0.754  0.13
H  -2.492  0.729  1.543  0.10
H  -3.153  0.912  -0.249  0.12
H  -1.816  -1.164  -0.966  0.08
H  -0.941  -1.171  0.707  0.06
H  -2.791  -1.622  0.612  0.08
C  -8.141  -2.177  0.401  -0.05
O  -8.069  -2.895  1.632  0.00
C  -6.941  -2.676  2.333  -0.59
O  -6.032  -1.949  2.008  0.11
O  -7.004  -3.408  3.461  0.00
C  -5.865  -3.273  4.310  -0.05
H  -9.088  -2.429  -0.078  0.09
H  -8.121  -1.099  0.582  0.10
H  -7.327  -2.473  -0.266  0.10
H  -5.754  -2.239  4.646  0.10
H  -4.961  -3.613  3.798  0.10
H  -6.024  -3.905  5.185  0.09